--- a ---
{
  "formula": "C4H12NO2",
  "method": "wB97M-V/def2-TZVPD",
  "species": ["O", "O", "N", "C", "C", "C", "C", "H", "H", "H", "H", "H", "H", "H", "H", "H", "H", "H", "H"],
  "positions_angstrom": [[-0.909, 1.892, -2.186], [1.991, 1.093, 1.681], [0.214, 0.096, -0.516], [1.491, -0.078, -0.544], [-0.739, -0.899, -0.026], [-1.978, -0.951, -0.519], [-0.377, -1.549, 1.296], [0.237, -2.435, 1.090], [2.035, 0.784, -0.885], [-1.691, 2.325, -2.546], [-2.247, -0.485, -1.462], [1.653, 1.830, 2.203], [-1.293, -1.871, 1.800], [-0.080, 0.970, -0.993], [2.031, -0.573, 0.259], [-2.587, -1.807, -0.250], [0.221, -0.945, 1.987], [2.216, 0.489, 2.399], [-0.188, 2.115, -2.788]],
  "mulliken_charge": [-0.6514, -0.5884, 0.1888, -0.4222, 0.7165, -0.9177, -1.2090, 0.3509, 0.3219, 0.3043, 0.3052, 0.3018, 0.3878, 0.3338, 0.3513, 0.3265, 0.2867, 0.3148, 0.2984],
  "charge": 1,
  "spin_multiplicity": 1
}

---

--- b ---
{
  "formula": "C4H12NO2",
  "method": "wB97M-V/def2-TZVPD",
  "species": ["O", "O", "N", "C", "C", "C", "C", "H", "H", "H", "H", "H", "H", "H", "H", "H", "H", "H", "H"],
  "positions_angstrom": [[-0.859, 0.401, 3.960], [0.412, 0.905, -2.659], [1.073, 0.113, -0.278], [-1.281, -0.954, -0.174], [-0.565, 0.641, -2.006], [-0.471, 0.240, -0.547], [1.614, -1.132, 0.212], [1.497, 0.388, -1.177], [-0.926, 0.248, 4.880], [-0.047, 0.920, 3.852], [-1.034, -1.484, 0.737], [2.692, -1.155, 0.341], [-0.708, 1.117, 0.059], [1.350, -1.909, -0.503], [-2.292, -0.552, -0.034], [-1.422, -1.711, -0.946], [1.184, -1.420, 1.170], [1.232, 0.910, 0.338], [-1.580, 0.684, -2.427]],
  "mulliken_charge": [-0.6185, -0.4677, -0.2114, -1.4735, 0.1346, 0.2179, -0.9392, 0.3985, 0.3106, 0.3141, 0.4076, 0.3557, 0.2707, 0.4020, 0.3920, 0.4166, 0.3371, 0.3692, 0.3837],
  "charge": 1,
  "spin_multiplicity": 1
}

---

--- c ---
{
  "formula": "C4H12NO2",
  "method": "wB97M-V/def2-TZVPD",
  "species": ["O", "O", "N", "C", "C", "C", "C", "H", "H", "H", "H", "H", "H", "H", "H", "H", "H", "H", "H"],
  "positions_angstrom": [[1.099, 1.075, 1.354], [0.557, 0.363, 3.869], [0.556, -0.914, -0.216], [-0.578, 0.675, -1.653], [-0.303, -0.585, -1.285], [-1.655, 0.787, -2.752], [1.086, -2.076, -0.041], [-2.193, 1.702, -2.528], [-2.371, -0.016, -2.609], [0.874, 1.001, 2.311], [-1.161, 0.761, -3.819], [1.333, 0.075, 4.351], [0.941, -2.888, -0.780], [-0.996, -1.365, -1.560], [-0.228, 1.637, -1.360], [-0.243, 0.231, 4.378], [1.979, -2.082, 0.631], [0.503, 1.804, 1.135], [0.801, -0.186, 0.575]],
  "mulliken_charge": [-0.7025, -0.6430, 0.0883, -0.1087, -0.1964, -1.0595, -0.1722, 0.3573, 0.3395, 0.3765, 0.2711, 0.3106, 0.3116, 0.3020, 0.3367, 0.3083, 0.2579, 0.3641, 0.2585],
  "charge": 1,
  "spin_multiplicity": 1
}

---

Most stable = b

---

--- a ---
{
  "formula": "C4H12NO2",
  "method": "wB97M-V/def2-TZVPD",
  "species": ["O", "O", "N", "C", "C", "C", "C", "H", "H", "H", "H", "H", "H", "H", "H", "H", "H", "H", "H"],
  "positions_angstrom": [[1.855, -1.498, 0.112], [1.140, -1.100, -3.029], [-0.178, -0.188, -0.808], [1.625, -0.502, 0.742], [-1.867, 1.061, 1.323], [-0.605, 0.247, 1.603], [0.389, 0.340, 0.454], [2.236, -0.122, 1.570], [1.119, -0.700, -3.905], [1.958, -1.631, -2.985], [-1.037, 0.312, -1.059], [-2.486, 0.620, 0.525], [-2.528, 1.171, 2.178], [0.688, 1.365, 0.266], [-0.119, 0.696, 2.479], [-1.550, 2.054, 1.027], [0.506, -0.144, -1.588], [-0.765, -0.799, 1.842], [-0.382, -1.182, -0.746]],
  "mulliken_charge": [-0.4243, -0.6639, -0.2957, -0.0804, -1.2424, -0.4728, -0.0436, 0.3828, 0.3171, 0.3292, 0.3273, 0.3425, 0.3665, 0.3326, 0.3427, 0.3483, 0.4191, 0.3663, 0.3487],
  "charge": 1,
  "spin_multiplicity": 1
}

---

--- b ---
{
  "formula": "C4H12NO2",
  "method": "wB97M-V/def2-TZVPD",
  "species": ["O", "O", "N", "C", "C", "C", "C", "H", "H", "H", "H", "H", "H", "H", "H", "H", "H", "H", "H"],
  "positions_angstrom": [[-2.873, -2.359, 0.114], [1.975, -1.441, 0.099], [-0.483, -0.471, -0.175], [1.694, 0.848, 0.457], [0.180, 0.834, 0.156], [2.134, -0.526, 0.873], [-0.280, 1.835, -0.876], [2.248, 1.098, -0.472], [2.593, -0.681, 1.922], [-0.349, 0.947, 1.183], [-1.037, 2.577, -0.534], [0.395, 2.655, -1.247], [-1.470, -0.410, 0.111], [-0.387, -0.747, -1.160], [-0.054, -1.347, 0.201], [-0.432, 1.456, -1.882], [-2.303, -3.028, 0.567], [-3.422, -2.881, -0.482], [1.872, 1.641, 1.146]],
  "mulliken_charge": [-0.6474, -0.5002, -0.3742, -0.5596, 0.2587, -0.0816, -1.3807, 0.3400, 0.3218, 0.3526, 0.3438, 0.3766, 0.3804, 0.3499, 0.3825, 0.3815, 0.3388, 0.3328, 0.3840],
  "charge": 1,
  "spin_multiplicity": 1
}

---

--- c ---
{
  "formula": "C4H12NO2",
  "method": "wB97M-V/def2-TZVPD",
  "species": ["O", "O", "N", "C", "C", "C", "C", "H", "H", "H", "H", "H", "H", "H", "H", "H", "H", "H", "H"],
  "positions_angstrom": [[-2.201, 1.219, 0.680], [0.759, -2.440, 0.425], [-0.347, -0.159, -0.662], [0.746, 0.332, 1.521], [-1.111, 1.723, 0.662], [-0.358, 0.101, -2.125], [0.100, 0.884, 0.258], [-0.775, 1.072, -2.350], [1.325, -2.867, -0.212], [0.660, 1.164, 2.217], [-1.203, -0.567, -0.361], [0.245, -0.397, 2.142], [0.135, -1.066, -0.492], [1.766, 0.124, 1.356], [0.829, 1.548, -0.200], [0.663, -2.827, 1.293], [0.638, 0.087, -2.520], [-0.910, -0.702, -2.594], [-0.960, 2.772, 0.961]],
  "mulliken_charge": [-0.4352, -0.6213, -0.1078, -1.5634, -0.1083, -0.8566, 0.4624, 0.3494, 0.2870, 0.4568, 0.4904, 0.3738, 0.1635, 0.4125, 0.2202, 0.2861, 0.3799, 0.3644, 0.4463],
  "charge": 1,
  "spin_multiplicity": 1
}

---

--- d ---
{
  "formula": "C4H12NO2",
  "method": "wB97M-V/def2-TZVPD",
  "species": ["O", "O", "N", "C", "C", "C", "C", "H", "H", "H", "H", "H", "H", "H", "H", "H", "H", "H", "H"],
  "positions_angstrom": [[0.574, -2.921, 1.398], [-0.226, 1.969, -1.479], [1.470, 1.056, 0.503], [0.581, -0.097, 0.917], [-1.298, 1.519, -1.173], [-0.191, -0.643, -0.320], [-1.495, 0.101, -0.612], [0.576, -3.814, 1.017], [1.026, -0.982, 1.395], [-0.390, -1.692, -0.055], [-2.303, 0.121, 0.120], [-2.057, -0.450, -1.376], [0.566, -3.057, 2.358], [0.422, -0.687, -1.221], [1.355, 1.367, -0.471], [-0.124, 0.227, 1.687], [2.413, 0.775, 0.777], [1.345, 1.885, 1.092], [-2.306, 1.960, -1.319]],
  "mulliken_charge": [-0.6218, -0.5423, -0.2273, -0.5931, 0.1194, -0.6506, -0.6741, 0.2792, 0.4046, 0.3607, 0.4302, 0.3751, 0.2951, 0.3273, 0.3695, 0.2769, 0.3717, 0.3557, 0.3437],
  "charge": 1,
  "spin_multiplicity": 1
}

---

Most stable = a

---

--- a ---
{
  "formula": "C4H14O3",
  "method": "wB97M-V/def2-TZVPD",
  "species": ["O", "O", "O", "C", "C", "C", "C", "H", "H", "H", "H", "H", "H", "H", "H", "H", "H", "H", "H", "H", "H"],
  "positions_angstrom": [[2.379, -2.604, 1.327], [1.860, 0.483, 1.953], [1.398, 1.954, -0.777], [-2.009, 0.954, 0.205], [-0.944, -1.316, -0.237], [-1.241, 0.325, -2.058], [-1.436, -0.013, -0.785], [2.602, 0.444, 2.579], [-0.652, -2.006, -1.023], [-0.122, -1.154, 0.452], [2.871, -2.514, 0.506], [-1.229, 1.414, 0.814], [-0.855, -0.401, -2.762], [-2.651, 1.694, -0.262], [1.017, 1.407, -1.474], [2.026, -1.742, 1.570], [0.684, 2.020, -0.133], [-2.642, 0.407, 0.916], [-1.726, -1.841, 0.317], [-1.373, 1.332, -2.418], [2.043, 1.156, 1.291]],
  "mulliken_charge": [-0.6396, -0.6250, -0.6761, -1.1681, -1.0708, -1.2150, 1.0399, 0.3071, 0.3673, 0.0975, 0.3095, 0.2235, 0.3150, 0.3494, 0.3457, 0.3249, 0.3045, 0.3653, 0.3277, 0.3826, 0.3349],
  "spin_multiplicity": 1
}

---

--- b ---
{
  "formula": "C4H14O3",
  "method": "wB97M-V/def2-TZVPD",
  "species": ["O", "O", "O", "C", "C", "C", "C", "H", "H", "H", "H", "H", "H", "H", "H", "H", "H", "H", "H", "H", "H"],
  "positions_angstrom": [[-0.453, -0.902, 2.131], [2.297, 0.664, -0.728], [3.736, -1.563, -0.073], [-2.334, 1.001, -0.602], [-1.555, -0.278, -0.629], [-0.549, -0.514, -1.412], [-2.502, 1.695, 0.734], [-0.182, -0.586, 3.005], [0.434, -1.092, 1.744], [-2.320, 1.063, 1.630], [-3.481, 2.112, 0.983], [-3.379, 0.733, -0.821], [-1.780, -1.068, 0.112], [4.498, -1.477, 0.444], [-1.653, 2.440, 0.840], [3.466, -0.633, -0.199], [0.128, -1.361, -1.520], [-0.118, 0.244, -2.019], [-2.122, 1.717, -1.315], [1.926, 0.892, -1.604], [1.595, -0.002, -0.471]],
  "mulliken_charge": [-0.5929, -0.7205, -0.6415, -0.4912, 0.2420, -1.2890, -1.0099, 0.2995, 0.3031, 0.2651, 0.3413, 0.2382, 0.2802, 0.3073, 0.2395, 0.4040, 0.4845, 0.2466, 0.4051, 0.3403, 0.3483],
  "spin_multiplicity": 1
}

---

Most stable = a